Entry 1:
This record from the Open Molecules 2025 dataset describes a gas-phase ion, C6H12N3 (charge +1) at a distorted geometry. The level of theory is wB97M-V/def2-TZVPD.

XYZ file:
```
21
Properties=species:S:1:pos:R:3:forces:R:3
C 0.089218 1.531911 -0.825204 -0.428 1.501 -0.879
C 0.158315 0.683456 -1.842107 1.352 1.464 2.508
C 1.102659 -0.351938 -1.834122 0.695 -1.521 1.668
C 1.372192 -1.010833 -0.710605 3.039 -2.102 -0.048
N 0.996340 -0.731729 0.630339 0.248 1.089 0.216
C -0.165100 -0.036343 0.894206 0.153 -0.059 3.405
C -0.155203 0.884584 2.194260 -0.460 -2.199 -2.384
N -1.348111 -0.389121 0.397974 1.851 -1.096 1.248
N -1.471184 -1.500020 -0.374638 1.285 0.982 -0.309
H 0.882655 1.621285 -0.113720 0.442 -0.062 0.191
H -0.691061 2.266491 -0.663717 -0.041 0.077 -0.485
H -0.424534 0.644944 -2.644175 -3.062 0.448 -3.026
H 1.494859 -0.735213 -2.730266 0.585 -0.409 -1.013
H 2.183807 -1.806208 -0.642065 -1.244 0.920 -0.679
H 1.933839 -0.530289 1.146725 -2.891 -0.019 -0.481
H -0.657652 0.411140 2.995556 -0.085 -1.077 0.906
H -0.774157 1.682979 2.019378 -1.505 2.256 -0.785
H 0.770423 1.287697 2.485527 1.428 0.021 0.082
H -2.223444 -0.024171 0.741072 0.208 0.369 0.260
H -2.344032 -1.740436 -0.697659 -2.095 -0.353 -0.649
H -0.729826 -2.158185 -0.426761 0.525 -0.231 0.256
```
Positions in Å, forces in eV/Å.

For the LUMO energy, the calculation gives -3.950 eV. For the energy relative to the best compared isomer or geometry (same formula, charge and spin), the calculation gives 4.676 eV. As for the charge: +1.

Results of the natural (NBO) charge analysis, in e, for atoms 1 through 6: -0.384, -0.213, -0.218, -0.064, -0.635, 0.554

---

Entry 2:
This record from the Open Molecules 2025 dataset describes a molecular structure, C32H34N4OPdSSi. The level of theory is wB97M-V/def2-TZVPD.

XYZ file:
```
74
Properties=species:S:1:pos:R:3:forces:R:3
Pd 0.109524 -0.001436 0.303934 0.263 0.204 0.073
C -2.510891 3.420721 -0.423989 0.010 -0.021 -0.004
C -1.900867 2.164264 -0.524714 -0.040 -0.028 -0.025
N -0.930052 1.796947 0.287109 -0.083 0.001 -0.076
C -0.516960 2.644223 1.256544 -0.030 0.084 -0.056
C -1.069168 3.910175 1.435464 0.003 0.054 -0.001
C -2.094495 4.292990 0.547999 -0.008 0.015 0.028
C -0.586637 4.731790 2.509816 -0.063 0.013 -0.055
C 0.362762 4.277062 3.353813 0.047 -0.044 0.052
C 0.927746 2.965732 3.193646 0.053 0.038 0.059
C 1.882529 2.415709 4.069986 -0.034 0.036 -0.018
C 2.341503 1.141432 3.853793 0.044 -0.037 0.005
C 1.883848 0.424202 2.746160 0.081 -0.052 -0.059
N 1.015059 0.933549 1.886384 -0.189 -0.212 0.195
C 0.505063 2.173371 2.127641 0.076 0.036 0.007
H -3.303430 3.681398 -1.110393 -0.006 -0.009 0.000
H -2.201636 1.437560 -1.267470 -0.009 -0.012 -0.014
H -2.555807 5.267304 0.650211 0.008 0.006 -0.004
H -1.016886 5.715650 2.645014 0.002 0.000 -0.014
H 0.706474 4.889152 4.177481 0.005 -0.008 0.001
H 2.233353 2.993656 4.915885 -0.003 0.004 -0.002
H 3.052842 0.678376 4.522496 0.002 -0.003 -0.009
H 2.231391 -0.580998 2.544451 0.001 0.011 0.020
C 1.157418 -4.762316 2.682627 -0.009 0.000 0.012
C 1.429853 -4.794349 1.187387 -0.003 0.007 0.012
N 0.258306 -4.400476 0.389873 -0.002 0.028 0.001
C -0.699249 -5.471438 0.033419 -0.021 -0.017 -0.007
C -1.952776 -5.470854 0.894036 0.013 -0.009 -0.014
C 0.024316 -3.157674 0.004787 0.043 -0.032 -0.060
S 1.246052 -1.961755 0.446045 -0.053 0.143 0.125
N -1.073736 -2.956107 -0.721079 0.006 0.073 -0.061
C -1.444364 -1.858546 -1.342221 0.057 -0.161 -0.031
O -0.976836 -0.665850 -1.200465 0.031 0.055 0.111
C -2.538944 -1.997170 -2.329015 0.016 0.035 -0.045
C -3.152489 -3.235343 -2.520099 -0.024 -0.012 0.042
C -4.178965 -3.368936 -3.437842 -0.015 0.019 -0.018
C -4.595908 -2.271723 -4.179444 0.008 -0.010 0.006
C -3.983007 -1.037353 -4.004078 0.006 -0.003 0.009
C -2.960924 -0.900150 -3.082438 0.029 -0.022 -0.017
H 2.061576 -5.034674 3.226169 -0.001 0.001 0.000
H 0.376653 -5.469487 2.958119 0.008 -0.005 0.000
H 0.847643 -3.766413 3.001291 0.006 0.003 0.000
H 1.701483 -5.798658 0.866797 -0.010 0.007 -0.007
H 2.268653 -4.152622 0.926848 0.008 0.009 -0.003
H -0.156443 -6.407597 0.145087 -0.006 -0.009 0.001
H -0.951825 -5.352781 -1.018482 0.007 -0.002 0.019
H -1.717157 -5.617993 1.947119 -0.001 0.008 0.000
H -2.602112 -6.288429 0.581385 0.003 -0.002 0.001
H -2.500966 -4.537536 0.781301 -0.009 0.012 0.003
H -2.824725 -4.083878 -1.937749 -0.001 0.004 -0.003
H -4.654123 -4.330036 -3.578048 -0.002 0.000 0.000
H -5.395879 -2.378979 -4.899661 -0.002 -0.001 0.001
H -4.301431 -0.186653 -4.591022 0.001 0.000 -0.001
H -2.468511 0.054117 -2.964205 0.009 0.022 -0.001
C 2.013533 0.050137 -2.446653 -0.011 0.081 -0.160
Si 2.313000 0.975751 -0.892506 -0.222 -0.301 -0.217
C 3.801885 0.484166 0.057471 0.033 -0.130 0.037
C 1.933505 2.754398 -0.901684 0.013 0.095 0.019
C 1.048841 3.287302 -1.848488 -0.002 0.092 0.063
C 0.842956 4.655472 -1.920587 -0.016 -0.049 -0.011
C 1.521178 5.504219 -1.053408 0.006 0.002 0.006
C 2.407870 4.991994 -0.114222 -0.007 0.009 0.021
C 2.613961 3.624583 -0.038872 -0.064 0.013 0.012
H 2.752794 0.419942 -3.167856 -0.025 -0.036 -0.034
H 1.020451 0.221654 -2.861609 0.005 -0.010 0.009
H 2.158859 -1.019566 -2.309613 0.015 -0.004 0.016
H 4.639556 0.734767 -0.605402 0.031 -0.011 0.021
H 3.845242 -0.590304 0.238855 0.003 0.029 0.004
H 3.945214 1.024467 0.988607 0.025 0.025 0.052
H 0.523735 2.634222 -2.535670 0.003 -0.019 -0.024
H 0.168970 5.064020 -2.661670 -0.001 0.005 -0.006
H 1.371046 6.573777 -1.122904 -0.003 0.001 0.004
H 2.948640 5.659698 0.543371 -0.005 0.001 -0.005
H 3.321916 3.238129 0.685138 0.001 -0.008 0.013
```
Positions in Å, forces in eV/Å.

For the LUMO energy, the calculation gives -6.737 eV. As for the charge: +2.

Results of the Mulliken charge analysis, in e, for atoms 1 through 6: -0.337, -0.931, 0.044, -0.203, -0.204, 1.365

---

Entry 3:
This record from the Open Molecules 2025 dataset describes a molecular structure, C7H14O10Tl at a distorted geometry. The level of theory is wB97M-V/def2-TZVPD.

XYZ file:
```
32
Properties=species:S:1:pos:R:3:forces:R:3
Tl 2.027983 0.616046 -1.622406 -0.238 -0.884 1.281
O 3.040478 -1.710495 -0.507548 -0.805 0.631 -0.401
H 3.886513 -1.977262 -0.105860 0.235 0.470 -0.191
O 2.552473 4.644846 1.493727 -1.322 -1.693 -0.824
C 2.178114 4.129492 0.299576 0.620 1.627 0.199
O 1.995597 2.884506 0.197659 0.036 -0.841 -0.125
O 2.025926 4.867212 -0.665766 0.072 -0.421 -0.330
H 2.065346 4.006936 2.064252 0.683 0.638 0.787
C -0.712100 -3.474613 -1.093848 1.592 0.342 0.886
O -1.785074 -2.676003 -1.543968 -0.205 -0.366 -0.225
C -1.552787 -1.441606 -1.957078 -0.909 0.056 1.191
O -0.493542 -0.864209 -2.016980 1.013 0.137 -0.531
O -2.735436 -0.880689 -2.138936 0.045 0.201 -0.556
C -2.745456 0.376131 -2.852313 0.619 -0.405 0.417
H -0.996761 -4.102663 -0.252100 -0.705 -0.115 -0.372
H 0.064733 -2.836836 -0.657680 0.038 0.125 -0.315
H -0.241622 -4.068829 -1.874546 -0.351 0.018 -0.197
H -2.234295 1.150394 -2.279300 -0.306 0.029 0.238
H -3.802276 0.570350 -2.985868 0.135 0.271 -0.315
H -2.153480 0.257580 -3.758692 -0.479 0.030 -0.302
C -1.277772 1.998215 1.508265 -1.465 0.055 -0.974
O -0.852516 0.938498 2.352217 0.811 -0.115 -0.257
C -0.018101 0.047743 1.796685 -0.353 1.018 0.369
O 0.430825 0.113765 0.674624 0.307 -0.020 -0.650
O 0.249782 -0.856375 2.694544 -0.484 -0.462 0.307
C 1.144124 -1.898655 2.391133 1.794 -0.956 0.249
H -1.823107 2.731576 2.095838 0.376 -0.077 0.382
H -2.029283 1.594071 0.822409 0.069 -0.032 -0.066
H -0.538700 2.480427 0.869903 0.496 -0.239 0.471
H 2.144063 -1.531478 2.147278 -0.176 0.387 -0.072
H 0.909616 -2.611783 1.600797 -0.817 0.466 -0.144
H 1.276738 -2.476289 3.303985 -0.325 0.128 0.072
```
Positions in Å, forces in eV/Å.

For the LUMO energy, the calculation gives -10.262 eV. For the energy relative to the best compared isomer or geometry (same formula, charge and spin), the calculation gives 1.151 eV. As for the charge: +1.

Results of the natural (NBO) charge analysis, in e, for atoms 1 through 6: 1.195, -0.652, 0.455, -0.602, 0.927, -0.488

---

Entry 4:
This record from the Open Molecules 2025 dataset describes C2H3FO2S in the gas phase at a distorted geometry. The level of theory is wB97M-V/def2-TZVPD.

XYZ file:
```
9
Properties=species:S:1:pos:R:3:forces:R:3
O -2.266645 -1.146390 -0.926843 1.022 0.439 0.697
S -1.807259 -0.156225 0.027038 -0.170 -0.292 -1.011
O -2.793220 0.361739 0.937004 1.089 0.482 -0.270
C -0.125288 -0.284579 0.562185 -2.387 3.373 0.758
C -0.586109 0.969117 -0.748013 1.727 -1.250 2.499
F -0.544981 2.222980 -0.227136 -0.100 -0.564 -0.601
H 0.254857 -1.079519 0.081209 1.623 -2.744 -1.698
H 0.295792 -0.113148 1.600304 -0.951 0.346 -1.441
H 0.148500 0.808499 -1.618305 -1.855 0.210 1.067
```
Positions in Å, forces in eV/Å.

For the LUMO energy, the calculation gives 0.542 eV. For the energy relative to the best compared isomer or geometry (same formula, charge and spin), the calculation gives 3.484 eV. As for the charge: 0.

Results of the natural (NBO) charge analysis, in e, for atoms 1 through 6: -0.899, 2.109, -0.869, -0.704, -0.040, -0.322

---

Entry 5:
This record from the Open Molecules 2025 dataset describes C7H10 in the gas phase. The level of theory is wB97M-V/def2-TZVPD.

XYZ file:
```
17
Properties=species:S:1:pos:R:3:forces:R:3
C 2.020985 -0.453991 1.876059 -0.180 0.036 -0.377
C 1.572996 -0.439147 0.757063 0.097 0.060 0.433
C 1.058713 -0.358109 -0.588504 0.184 0.001 0.025
C 0.046540 0.717803 -0.949028 -0.069 0.138 -0.113
C -0.472035 1.755935 0.026352 -0.002 -0.034 0.019
C -0.374428 -0.725610 -0.923095 -0.113 -0.056 -0.055
C -1.308167 -1.272331 0.130105 0.011 0.031 0.058
H 2.423110 -0.440494 2.864338 -0.068 -0.059 -0.158
H 1.790527 -0.595397 -1.358563 -0.086 0.088 0.184
H 0.219198 1.139530 -1.936803 -0.065 -0.134 0.069
H 0.287880 2.516677 0.234973 -0.058 -0.133 -0.046
H -1.331757 2.264715 -0.424400 0.100 -0.066 0.091
H -0.799796 1.349126 0.987374 0.140 -0.069 -0.186
H -0.484044 -1.199499 -1.897734 0.022 0.112 0.156
H -2.345866 -1.007405 -0.100738 0.124 -0.035 0.056
H -1.240173 -2.364855 0.178749 0.011 0.170 -0.025
H -1.063679 -0.886941 1.123856 -0.049 -0.050 -0.133
```
Positions in Å, forces in eV/Å.

For the LUMO energy, the calculation gives 1.078 eV. For the energy relative to the best compared isomer or geometry (same formula, charge and spin), the calculation gives 2.372 eV. As for the charge: 0.

Results of the natural (NBO) charge analysis, in e, for atoms 1 through 6: -0.251, -0.009, -0.323, -0.193, -0.616, -0.193

---

Entry 6:
This record from the Open Molecules 2025 dataset describes a molecular structure, C6H6LiO2V at a distorted geometry. The level of theory is wB97M-V/def2-TZVPD.

XYZ file:
```
16
Properties=species:S:1:pos:R:3:forces:R:3
C -0.797834 2.340138 1.291974 0.794 0.112 -0.105
C -1.371663 1.111172 1.089083 0.398 -1.472 0.040
C -1.370094 -0.065242 1.945864 -1.097 1.417 0.742
H -1.040392 3.132317 0.574568 -0.073 0.040 0.246
H -0.432275 2.636395 2.282263 -0.231 0.115 -0.154
H -1.781532 0.898837 0.096898 -0.428 0.193 0.264
H -2.260860 -0.702107 1.876489 0.436 -0.248 -0.254
C -0.980876 0.082157 3.266070 -0.116 0.245 0.372
O -0.601861 0.173146 4.330214 -0.199 -0.140 -0.825
O 1.806458 -0.041198 0.613737 1.269 -0.771 -1.498
C 1.124324 -1.079820 0.566358 -3.081 -1.385 4.151
C 0.089004 -1.760302 0.976804 3.845 -0.215 -2.239
V 1.104920 1.737405 0.216588 -0.908 1.905 -0.515
Li 3.789191 -0.417324 1.308397 0.611 -0.275 0.113
H 0.793242 -2.531161 0.190628 -0.560 0.571 -0.390
H 0.094145 -2.438761 1.829529 -0.659 -0.092 0.052
```
Positions in Å, forces in eV/Å.

For the LUMO energy (spin up / spin down), the calculation gives -13.757 / -13.411 eV. For the energy relative to the best compared isomer or geometry (same formula, charge and spin), the calculation gives 0.000 eV. As for the charge: +3. Its spin multiplicity is 4.

Results of the natural (NBO) charge analysis, in e, for atoms 1 through 6: -0.726, -0.027, -0.656, 0.293, 0.266, 0.264

---

- What is the charge in the sixth record?
  +3

---

- The highest charge belongs to which entry?
  C6H6LiO2V

---

- Which of these has the highest charge?
  C6H6LiO2V